Density functional theory data (wB97M-V/def2-TZVPD) for a molecular structure, C44H66O33 in a non-equilibrium geometry.

Values from the calculation:
Energy relative to the best compared isomer or geometry (same formula, charge and spin) (kcal per mole): 1063.8
Highest occupied orbital energy (eV): -8.700
E_tot (Ha): -4197.6721

Structure (ORCA input):
```
! wB97M-V def2-TZVPD RIJCOSX def2/J DEFGRID3
* xyz 0 1
C -5.2343 0.8164 2.7619
C -5.1067 -0.2028 1.6686
C -4.7240 0.2507 0.2012
O -3.4071 -0.2115 0.1922
C -3.1231 -1.1638 1.1738
O -2.1094 -1.8623 1.3323
O -4.0588 -0.9908 2.1040
H -5.2255 0.4123 3.7742
H -6.2134 1.2763 2.6280
H -4.4005 1.5105 2.6560
H -6.0006 -0.8046 1.8324
H -4.7680 1.3395 0.2306
H -5.3929 -0.0700 -0.5975
C 1.4885 -4.3524 -1.1178
C 1.3177 -4.3308 -2.7246
C 2.3423 -3.6342 -3.5575
O 2.9652 -4.6962 -4.2065
C 2.3287 -5.8928 -3.8352
O 2.5154 -7.0467 -4.3179
O 1.3925 -5.6354 -3.0557
H 0.8904 -5.1606 -0.6969
H 1.1543 -3.4299 -0.6430
H 2.5419 -4.5836 -0.9598
H 0.3252 -3.9050 -2.5769
H 3.0539 -3.0202 -3.0054
H 1.7050 -3.0358 -4.2085
C 0.5871 -4.3748 0.9350
C 1.0225 -5.2708 2.1069
C 0.3922 -4.8077 3.3579
O -0.0308 -6.0471 3.9040
C 0.2170 -7.1035 3.0369
O -0.0840 -8.2712 3.2406
O 0.6933 -6.6295 1.8983
H 0.8532 -3.3205 0.8597
H -0.4710 -4.5142 0.7133
H 1.0261 -4.7666 0.0175
H 2.0918 -5.1643 2.2899
H -0.3970 -4.0935 3.1230
H 1.0891 -4.2257 3.9610
C 0.5871 0.0295 -5.4798
C 1.4513 -0.7476 -4.4541
C 1.5402 -0.0539 -3.1060
O 0.5485 -0.7875 -2.3523
C 0.1261 -1.8201 -2.9598
O -0.8118 -2.5373 -2.5445
O 0.8357 -1.9577 -4.0828
H -0.4012 -0.4303 -5.4841
H 0.9387 -0.0309 -6.5097
H 0.3370 1.0810 -5.3390
H 2.4023 -1.1482 -4.8051
H 1.4495 1.0261 -3.2220
H 2.4827 -0.4111 -2.6910
C 0.5347 2.2736 -2.3247
C 0.3941 3.3854 -1.2523
C 1.7110 3.8176 -0.6223
O 1.3495 5.1729 -0.2575
C 0.5373 5.6767 -1.2280
O 0.2770 6.8847 -1.5072
O -0.0718 4.5336 -1.8781
H 1.5215 2.2497 -2.7871
H -0.2033 2.3269 -3.1251
H 0.2294 1.3451 -1.8423
H -0.4064 3.1300 -0.5580
H 2.5760 3.7295 -1.2797
H 1.6904 3.2176 0.2874
C 0.8722 2.7814 2.3973
C 2.2494 3.0501 3.0885
C 3.4842 2.8874 2.1185
O 3.8280 4.2551 1.8685
C 3.3035 5.1052 2.7843
O 3.6509 6.2489 3.0599
O 2.2941 4.4369 3.4336
H 0.8458 3.0754 1.3481
H -0.0433 3.2922 2.6959
H 0.7253 1.7040 2.3222
H 2.3349 2.5333 4.0444
H 3.3070 2.3362 1.1949
H 4.3769 2.4181 2.5318
C -1.2786 2.2103 3.8297
C -1.5731 0.7273 4.1243
C -0.3210 -0.0459 3.6430
O 0.1268 -0.7328 4.7846
C -0.7653 -0.6772 5.7385
O -0.7738 -1.3797 6.7168
O -1.6032 0.3075 5.4717
H -0.4960 2.4002 4.5643
H -2.0322 2.9800 3.9965
H -0.9741 2.4928 2.8220
H -2.4471 0.4849 3.5198
H 0.4724 0.5995 3.2660
H -0.3949 -0.7430 2.8083
C 2.8903 -1.8725 -0.4688
C 4.4068 -2.0631 -0.4154
C 4.9471 -3.4994 -0.6414
O 5.3232 -3.4986 -1.9597
C 5.1235 -2.3709 -2.5211
O 5.5235 -1.8578 -3.5856
O 4.7648 -1.4862 -1.6527
H 2.3703 -2.5099 0.2463
H 2.5725 -2.2549 -1.4388
H 2.4231 -0.8893 -0.4134
H 4.9203 -1.6476 0.4516
H 4.2593 -4.3059 -0.3870
H 5.8894 -3.6349 -0.1105
C -4.7715 0.6210 -4.6527
C -3.5601 -0.1519 -4.1791
C -2.2134 0.6487 -4.2214
O -1.7329 0.6971 -2.9039
C -2.5230 -0.0639 -2.0974
O -2.3362 -0.3575 -0.9232
O -3.5574 -0.6348 -2.8530
H -5.7268 0.1956 -4.3453
H -4.8868 0.6028 -5.7364
H -4.8093 1.6683 -4.3530
H -3.5905 -0.9437 -4.9276
H -2.2793 1.6647 -4.6105
H -1.4706 0.1863 -4.8714
C -1.7957 6.5342 1.4687
C -1.1688 5.3196 2.2603
C -2.2007 4.5616 3.1745
O -2.5616 3.3772 2.4444
C -1.7744 3.3141 1.3404
O -1.7261 2.2809 0.6340
O -0.9412 4.4056 1.2282
H -2.3143 7.1528 2.2011
H -2.5690 6.2716 0.7468
H -0.9122 7.0215 1.0563
H -0.2697 5.4985 2.8500
H -3.1538 5.0415 3.3969
H -1.6823 4.2493 4.0810
C -0.4103 -1.8840 0.0251
C -0.1696 -0.3802 -0.0032
C -0.7955 0.6142 1.0231
O 0.2643 1.4599 1.2578
C 1.4034 1.0464 0.6872
O 2.4649 1.6552 0.6534
O 1.1347 -0.0348 0.0139
H -0.2448 -2.3038 -0.9671
H -1.4617 -1.9921 0.2915
H 0.1124 -2.2976 0.8876
H -0.5052 0.0392 -0.9516
H -1.0331 0.0685 1.9362
H -1.6866 1.0492 0.5705
*
```

Density functional theory data (wB97M-V/def2-TZVPD) for a molecular structure, C16H16BCaN9O7 in a non-equilibrium geometry.

Values from the calculation:
Energy relative to the best compared isomer or geometry (same formula, charge and spin) (kcal per mole): 49.0
Highest occupied orbital energy (spin up / spin down) (eV): -15.457 / -15.364
E_tot (Ha): -2340.3653

Structure (ORCA input):
```
! wB97M-V def2-TZVPD RIJCOSX def2/J DEFGRID3
* xyz 2 1
C 3.2602 0.3009 -0.2136
N 1.9748 0.3694 -0.5945
N 1.9297 0.1241 -1.9522
C 3.1969 -0.0695 -2.4038
C 4.0788 0.0307 -1.3290
B 0.5952 0.1752 -2.8052
N -0.4651 -0.9695 -2.5285
N -1.1842 -1.0733 -1.3547
C -2.0241 -2.1123 -1.4853
C -1.8794 -2.6902 -2.7629
C -0.8878 -1.9350 -3.3869
Ca 0.0000 0.0000 0.0000
N -0.0958 1.5253 -2.4963
N -0.4944 1.7236 -1.2161
C -1.0642 2.9380 -1.1532
C -1.0336 3.5426 -2.4276
C -0.4077 2.6077 -3.2540
H -1.4611 3.3092 -0.2081
H -0.1635 2.6324 -4.3154
H -1.4141 4.5237 -2.7084
H 0.9089 0.1035 -3.9729
H -0.4549 -2.0079 -4.3840
H 3.3778 -0.2575 -3.4615
H -2.4293 -3.5337 -3.1784
H 5.1635 -0.0661 -1.3511
H -2.6846 -2.3813 -0.6613
H 3.5236 0.4538 0.8328
H -1.7623 -0.6796 1.7725
C -1.9731 -1.4528 2.5288
H -2.8271 -2.0661 2.1988
H -1.0865 -2.0949 2.6546
H -2.2167 -0.9705 3.4891
O 2.0272 -0.0913 8.2604
N 1.8472 0.7777 7.4611
O 1.8681 1.9144 7.8278
C 1.5567 0.4608 6.0957
C 1.5104 -0.8728 5.6725
C 1.1995 -1.2130 4.3447
C 0.9018 -0.1748 3.4170
O 0.4531 -0.5244 2.1897
C 0.9777 1.1850 3.8187
C 1.3077 1.4761 5.1590
N 0.6932 2.2638 2.9185
O 0.7490 3.3957 3.2956
O 0.4220 2.0535 1.7775
N 1.1896 -2.6002 3.9652
O 1.3527 -3.4509 4.7880
O 1.1340 -2.9206 2.8165
H 1.7153 -1.6587 6.3884
H 1.3486 2.5070 5.4849
*
```

Density functional theory data (wB97M-V/def2-TZVPD) for a molecular structure, C44H58N3O2P2RhSeSi in a non-equilibrium geometry.

Values from the calculation:
Energy relative to the best compared isomer or geometry (same formula, charge and spin) (kcal per mole): 0.0
Highest occupied orbital energy (spin up / spin down) (eV): -7.638 / -10.707
E_tot (Ha): -5510.1480

Structure (ORCA input):
```
! wB97M-V def2-TZVPD RIJCOSX def2/J DEFGRID3
* xyz 1 6
Rh 1.2600 -0.1118 0.9871
C 2.2149 -3.2689 2.8587
P 2.1400 -1.4525 2.8797
C 1.6509 -1.0898 4.5965
C 3.9226 -0.9958 2.8889
C 4.0926 0.5245 2.7817
P 3.3265 1.1514 1.2344
C 4.5832 0.7248 -0.0190
C 3.4945 2.9542 1.4099
H 1.2221 -3.6802 3.0434
H 2.9001 -3.6183 3.6324
H 2.5523 -3.6150 1.8811
H 2.3583 -1.5559 5.2852
H 0.6494 -1.4808 4.7810
H 1.6230 -0.0144 4.7738
H 4.3989 -1.4935 2.0386
H 4.3828 -1.3804 3.8002
H 5.1447 0.8120 2.7882
H 3.6089 1.0231 3.6258
H 5.5774 0.8092 0.4223
H 4.5065 1.4087 -0.8636
H 4.4236 -0.2884 -0.3927
H 4.5465 3.2175 1.5271
H 2.9353 3.2959 2.2810
H 3.0945 3.4506 0.5250
O 1.6887 -1.4075 -0.4668
Si 1.6947 -2.0185 -1.9737
C 3.2005 -3.1233 -2.1080
C 4.0245 -3.3006 -0.9927
C 5.1426 -4.1259 -1.0470
C 5.4547 -4.7907 -2.2252
C 4.6484 -4.6289 -3.3451
C 3.5334 -3.8036 -3.2847
C 0.1423 -3.0497 -2.2114
C -0.5898 -3.3930 -1.0691
C -1.7210 -4.1982 -1.1483
C -2.1472 -4.6767 -2.3801
C -1.4366 -4.3489 -3.5283
C -0.3045 -3.5476 -3.4413
C 1.8588 -0.6637 -3.2741
C 2.0934 0.6488 -2.8589
C 2.2151 1.6988 -3.7633
C 2.1114 1.4502 -5.1242
C 1.8942 0.1518 -5.5668
C 1.7690 -0.8878 -4.6536
H 3.7776 -2.7810 -0.0703
H 5.7690 -4.2544 -0.1715
H 6.3242 -5.4348 -2.2720
H 4.8896 -5.1477 -4.2653
H 2.9170 -3.6935 -4.1732
H -0.2592 -3.0245 -0.1016
H -2.2665 -4.4610 -0.2484
H -3.0230 -5.3118 -2.4457
H -1.7609 -4.7243 -4.4919
H 0.2316 -3.3160 -4.3548
H 2.1913 0.8459 -1.7999
H 2.3894 2.7096 -3.4077
H 2.2067 2.2606 -5.8367
H 1.8209 -0.0522 -6.6285
H 1.6121 -1.8892 -5.0383
C -2.2652 1.0030 -3.9150
C -3.5016 1.3202 -3.0862
C -3.9169 0.1840 -2.1550
C -2.9633 -0.0889 -0.9919
N -2.8895 1.0514 -0.0753
C -1.8008 1.7614 0.2537
Se -0.1165 1.7000 -0.6012
N -2.1374 2.6657 1.1846
C -1.2407 3.6244 1.8299
C -1.5611 5.0794 1.5057
C -1.3506 5.4949 0.0468
C -2.4467 5.0323 -0.9202
C -3.4621 2.4603 1.5567
C -4.2434 3.0457 2.5432
C -5.5289 2.5580 2.6870
C -6.0129 1.5199 1.8777
C -5.2276 0.9400 0.8998
C -3.9398 1.4377 0.7559
H -2.0969 1.7686 -4.6735
H -2.3745 0.0398 -4.4196
H -1.3598 0.9501 -3.3093
H -4.3361 1.5281 -3.7585
H -3.3432 2.2349 -2.5024
H -3.9965 -0.7468 -2.7231
H -4.9080 0.4021 -1.7477
H -1.9570 -0.3140 -1.3316
H -3.3157 -0.9480 -0.4228
H -0.2292 3.3820 1.5146
H -1.3044 3.4512 2.9054
H -0.9181 5.6837 2.1493
H -2.5933 5.2994 1.7959
H -0.3780 5.1277 -0.2958
H -1.3001 6.5845 0.0198
H -2.3045 3.9984 -1.2416
H -2.4468 5.6465 -1.8220
H -3.4377 5.1128 -0.4638
H -3.8693 3.8400 3.1757
H -6.1734 2.9840 3.4447
H -7.0222 1.1587 2.0256
H -5.6020 0.1318 0.2860
O -0.5884 0.1720 1.8978
N -1.0208 -0.3541 3.0951
C -1.8116 -1.4972 3.0524
C -2.6788 -1.7622 4.0661
C -2.7976 -0.8894 5.1732
C -1.9687 0.2547 5.1961
C -1.1029 0.5138 4.1784
H -1.6617 -2.1274 2.1854
H -3.2707 -2.6668 4.0127
H -3.4856 -1.0969 5.9792
H -1.9946 0.9389 6.0343
H -0.4488 1.3728 4.1296
*
```

Density functional theory data (wB97M-V/def2-TZVPD) for a molecular structure, C7H11N in a non-equilibrium geometry.

Values from the calculation:
Energy relative to the best compared isomer or geometry (same formula, charge and spin) (kcal per mole): 143.4
Highest occupied orbital energy (eV): -8.389
E_tot (Ha): -327.8595

Structure (ORCA input):
```
! wB97M-V def2-TZVPD RIJCOSX def2/J DEFGRID3
* xyz 0 1
C -2.0329 0.1242 -0.4217
C -1.4440 -1.1093 0.2044
C -0.0639 -0.8145 0.4804
C 1.1906 -1.2001 0.0711
C 2.2683 -0.2264 -0.2230
C 1.4116 1.0368 0.0456
C 0.0354 0.6485 0.6634
H -2.0477 -0.3168 -1.3659
H -3.0558 0.2740 -0.0058
H -2.1554 -1.3115 1.2162
H -1.5504 -1.8040 -0.6966
H 0.9067 -2.2071 -0.2671
H 2.8149 -0.1265 -1.4010
H 3.2978 -0.4150 0.4499
H 0.9967 1.2933 -0.9711
H 2.1749 1.7598 0.3254
H -0.0048 0.9624 1.8261
H -1.6425 2.2990 0.1748
N -1.0996 1.1332 -0.1052
*
```

Density functional theory data (wB97M-V/def2-TZVPD) for a molecular structure, C24H32AuPSi.

Values from the calculation:
Highest occupied orbital energy (spin up / spin down) (eV): -14.206 / -14.427
E_tot (Ha): -1699.6430

Structure (ORCA input):
```
! wB97M-V def2-TZVPD RIJCOSX def2/J DEFGRID3
* xyz 2 3
Au 0.1070 0.2597 0.2604
C -1.4618 2.5909 3.8990
C -1.9757 1.2755 3.4976
C -2.6509 1.1024 2.2394
C -3.2116 -0.0961 1.9284
C -3.0993 -1.1824 2.8380
C -2.4056 -1.0426 4.0664
C -1.8566 0.1568 4.3914
H -2.1426 3.0082 4.6583
H -1.4145 3.2964 3.0730
H -0.4906 2.5056 4.3937
H -2.7698 1.9591 1.5883
H -3.7686 -0.2217 1.0098
H -3.5695 -2.1285 2.5990
H -2.3332 -1.8830 4.7438
H -1.3506 0.2909 5.3389
C 4.4213 -0.6515 2.4984
Si 2.5764 -0.7847 2.2617
C 2.0921 -2.4636 1.6046
C 1.7453 -0.4118 3.8968
C 2.0805 0.5617 1.0219
H 4.7295 -1.4130 3.2181
H 4.6952 0.3310 2.8850
H 4.9545 -0.8189 1.5611
H 2.2324 -3.2330 2.3671
H 2.7033 -2.7409 0.7422
H 1.0412 -2.4904 1.2983
H 2.0300 -1.1629 4.6365
H 0.6562 -0.4301 3.7970
H 2.0511 0.5671 4.2731
H 2.7043 0.5658 0.1256
H 2.0373 1.5819 1.4177
C -2.6654 0.1452 -1.9424
P -0.8516 0.1409 -1.8887
C -0.3053 -1.3448 -2.7315
C -0.8121 -1.6298 -4.0020
C -0.3864 -2.7655 -4.6688
C 0.5353 -3.6197 -4.0748
C 1.0402 -3.3394 -2.8136
C 0.6220 -2.2013 -2.1402
C -0.3055 1.5745 -2.8210
C -0.8519 2.8257 -2.5249
C -0.4232 3.9456 -3.2149
C 0.5622 3.8238 -4.1882
C 1.1171 2.5853 -4.4721
C 0.6934 1.4566 -3.7849
H -2.9848 0.2113 -2.9826
H -3.0672 0.9997 -1.3998
H -3.0373 -0.7836 -1.5109
H -1.5264 -0.9672 -4.4763
H -0.7718 -2.9839 -5.6557
H 0.8592 -4.5088 -4.5994
H 1.7568 -4.0072 -2.3546
H 1.0128 -1.9804 -1.1539
H -1.6174 2.9258 -1.7630
H -0.8530 4.9139 -2.9967
H 0.8965 4.7000 -4.7276
H 1.8812 2.4952 -5.2324
H 1.1260 0.4903 -4.0101
*
```